1.
23
Properties=species:S:1:pos:R:3:forces:R:3:nbo_charge:R:1 method="wB97M-V/def2-TZVPD" gap_ev=9.29 smiles="C=CCC1=C[C@@]12C=CC=[N+]2C" homo_ev=-13.77 e_lumo_ha=-0.1644 charge=+1
C -1.255 -1.729 -0.202 -2.2 -1.2 1.8 -0.10
C 0.092 -1.042 -0.004 1.3 -2.9 -1.9 -0.02
C 2.319 -1.495 0.273 -0.5 0.0 -0.4 -0.29
C -1.288 0.512 -1.742 -0.8 -0.8 -0.2 -0.50
C 1.267 -1.803 -0.531 -1.2 3.4 3.4 -0.04
C -1.035 1.843 -1.056 -1.0 -0.7 -0.6 -0.20
C 1.833 -0.589 1.270 -1.4 1.6 -0.4 0.16
C 0.142 2.382 -0.893 1.2 1.9 0.8 -0.36
C -1.081 -0.626 -0.797 0.1 1.1 -2.1 0.12
C -0.449 0.262 2.027 1.1 -0.4 1.4 -0.42
N 0.535 -0.307 1.073 1.1 -0.2 1.6 -0.26
H -1.956 -2.517 0.227 1.4 1.1 -0.8 0.29
H 3.283 -1.892 0.049 0.7 0.1 0.7 0.27
H 1.036 1.938 -1.278 0.4 -0.4 -0.3 0.20
H -2.305 0.359 -2.108 -0.3 0.6 0.3 0.26
H -0.749 0.329 -2.679 0.7 0.2 0.5 0.26
H 1.171 -2.425 -1.323 0.0 -1.8 -2.4 0.23
H -1.933 2.320 -0.714 -0.2 0.3 0.3 0.22
H 2.232 0.086 2.015 1.0 -0.7 0.2 0.25
H 0.335 3.372 -0.378 -0.6 -1.3 -0.6 0.23
H -0.390 -0.409 2.936 -0.1 1.2 -0.8 0.24
H -0.431 1.354 2.267 0.7 -1.0 -0.3 0.26
H -1.375 0.077 1.567 -1.3 -0.1 -0.4 0.23



2.
23
Properties=species:S:1:pos:R:3:forces:R:3:nbo_charge:R:1 method="wB97M-V/def2-TZVPD" gap_ev="7.67 / 7.63" homo_ev="-13.30 / -13.40" e_lumo_ha="-0.2069 / -0.2120" charge=+1
C -0.235 3.115 0.524 0.1 -0.3 -0.1 -0.09
C -0.207 2.011 1.369 0.0 0.0 -0.3 -0.22
C -0.013 2.913 -0.827 0.0 -0.1 0.1 -0.21
C 0.051 0.768 0.848 0.0 0.1 0.8 0.08
C 0.227 1.646 -1.330 -0.3 0.4 -0.2 0.28
C 0.155 -2.317 0.592 -0.5 -0.2 0.1 -0.25
C -0.198 -3.182 1.353 0.2 1.0 -0.7 0.12
C 0.709 -0.607 -1.016 0.6 -0.8 -0.8 0.11
C 0.498 1.385 -2.767 0.0 -0.1 -0.1 -0.68
C -0.653 -4.185 2.275 -0.1 -0.3 0.3 -0.71
N 0.262 0.583 -0.475 -0.7 1.4 0.2 -0.37
H -0.423 4.103 0.911 0.0 0.1 0.0 0.25
H -0.389 2.112 2.426 0.0 -0.1 0.1 0.26
H -0.026 3.743 -1.515 0.0 0.0 -0.1 0.25
H 0.072 -0.117 1.468 0.0 0.0 -0.1 0.26
H 0.683 -1.591 -0.123 0.9 -1.1 0.9 0.16
H 0.083 -0.990 -1.823 -0.3 0.3 -0.2 0.19
H 1.460 0.881 -2.888 0.1 0.0 -0.1 0.26
H -0.269 0.737 -3.197 0.0 0.0 0.0 0.26
H 0.512 2.312 -3.331 0.0 0.0 0.0 0.26
H -0.676 -3.772 3.282 0.0 -0.1 0.0 0.25
H 0.029 -5.033 2.249 -0.1 -0.1 0.1 0.26
H -1.651 -4.516 1.995 0.0 -0.1 0.1 0.26



3.
27
Properties=species:S:1:pos:R:3:forces:R:3:nbo_charge:R:1 method="wB97M-V/def2-TZVPD" gap_ev="6.17 / 7.52" homo_ev="-2.89 / -4.06" e_lumo_ha="0.1207 / 0.1272" charge=-1
C -2.611 -2.075 0.136 0.0 0.0 0.3 -0.31
C -2.355 -1.725 -1.202 0.1 0.0 -0.2 -0.31
C -1.548 -1.628 0.876 -0.4 -0.3 0.5 -0.07
C -1.146 -1.081 -1.221 -0.2 0.0 -0.7 -0.06
C 1.885 1.356 -0.667 0.0 -0.7 -0.1 0.06
C 3.088 -0.819 -0.129 -1.5 0.3 -0.5 0.85
C 1.566 -0.115 -0.506 0.8 -0.2 -0.6 -0.50
C 0.540 -0.416 0.440 0.0 1.1 0.9 0.33
C 0.767 -0.223 1.908 -0.1 -0.1 -0.2 -0.69
C -1.201 2.789 -0.375 -0.1 0.2 -0.3 -0.44
N 1.042 2.279 -0.454 -0.2 1.2 -0.3 -0.24
N -0.641 -1.030 0.049 -0.1 -0.1 -0.1 -0.36
N -0.065 2.141 0.205 0.3 -1.2 0.8 -0.30
O 3.473 -1.474 -1.075 0.7 -0.7 -1.0 -0.72
O 3.523 -0.557 0.969 0.6 0.4 1.3 -0.73
H -3.475 -2.585 0.521 -0.1 -0.1 0.1 0.21
H -2.988 -1.921 -2.049 0.0 0.0 -0.1 0.21
H -1.397 -1.698 1.934 0.2 0.0 0.1 0.21
H -0.639 -0.632 -2.050 0.2 0.1 0.0 0.21
H 2.850 1.641 -1.058 0.1 0.0 0.0 0.19
H 1.370 -0.537 -1.498 0.0 0.1 0.2 0.24
H 1.786 0.122 2.059 0.0 0.0 0.0 0.28
H 0.647 -1.166 2.449 0.1 0.0 0.1 0.20
H 0.079 0.514 2.319 -0.2 0.0 0.0 0.22
H -1.809 2.046 -0.915 0.0 0.1 0.0 0.19
H -1.824 3.214 0.416 0.0 0.0 0.0 0.18
H -0.915 3.580 -1.081 0.0 0.0 0.0 0.18



4.
31
Properties=species:S:1:pos:R:3:forces:R:3:nbo_charge:R:1 method="wB97M-V/def2-TZVPD" gap_ev=5.70 homo_ev=-0.15 e_lumo_ha=0.2038 charge=-2
Pd -0.142 0.005 -0.799 -0.3 0.0 0.4 0.29
O 3.293 1.849 -2.007 0.0 -0.1 -0.1 -0.77
C 2.272 1.430 -1.425 0.1 0.0 0.1 0.75
O 1.841 1.741 -0.287 0.1 -0.1 -0.1 -0.77
C 1.378 0.433 -2.205 -0.2 0.5 0.4 0.02
C 0.651 0.909 -3.327 -0.1 -0.2 -0.4 -0.26
C -0.016 0.020 -4.144 0.3 0.2 0.0 -0.22
C 0.014 -1.338 -3.815 0.1 -0.2 0.0 -0.36
C 0.702 -1.725 -2.673 0.0 -0.1 -0.4 -0.01
N 1.442 -0.899 -1.899 0.3 -0.1 0.0 -0.49
H 0.693 1.966 -3.559 0.0 0.0 0.1 0.21
H -0.529 0.363 -5.036 -0.1 0.0 0.1 0.18
H -0.513 -2.076 -4.409 0.0 0.0 0.0 0.18
H 0.770 -2.780 -2.415 -0.1 0.0 0.1 0.18
N 1.457 -1.332 1.649 -0.1 -0.1 0.0 -0.69
N 0.491 -2.337 1.264 -0.1 -0.3 -0.3 -0.71
H 1.040 -0.406 1.565 0.0 0.1 -0.1 0.35
H 2.171 -1.341 0.932 0.1 0.0 -0.1 0.35
H 0.038 -2.102 0.359 0.4 0.1 0.6 0.33
H -0.254 -2.271 1.947 -0.1 0.0 0.0 0.36
O -2.106 -1.239 2.770 0.1 0.0 0.0 -0.68
C -2.553 -0.507 1.893 -0.3 0.0 0.1 0.66
C -3.896 0.237 2.088 0.1 -0.1 0.0 -0.52
C -4.160 0.849 0.727 0.1 0.0 0.0 -0.52
C -2.872 0.524 -0.055 -0.5 0.0 0.1 0.66
O -2.696 0.912 -1.200 0.0 0.1 0.1 -0.64
N -2.024 -0.246 0.679 0.2 0.3 -0.6 -0.70
H -3.767 0.978 2.880 0.0 0.0 0.0 0.21
H -4.663 -0.467 2.416 0.1 0.0 0.0 0.20
H -4.303 1.930 0.744 0.0 0.0 -0.1 0.21
H -5.008 0.397 0.210 0.0 0.0 0.0 0.21



5.
23
Properties=species:S:1:pos:R:3:forces:R:3:nbo_charge:R:1 method="wB97M-V/def2-TZVPD" gap_ev=8.61 homo_ev=-7.72 e_lumo_ha=0.0327
C 0.783 0.828 1.989 2.5 -0.8 1.0 -0.24
C 1.752 0.362 1.164 0.7 0.4 0.2 -0.17
C -0.192 1.988 0.120 -0.1 -0.8 0.1 -0.22
C 0.782 1.613 -0.690 1.2 -0.6 -2.5 -0.19
C -0.414 1.251 1.339 -0.8 -2.7 0.2 -0.29
C 1.474 0.314 -0.345 -1.8 0.7 3.0 -0.32
C -0.767 -0.671 0.325 1.1 2.3 0.6 0.39
C 0.398 -0.788 -0.496 -0.5 0.8 -0.5 0.17
C -2.193 -0.881 0.045 0.6 0.4 -0.2 -0.68
C 0.294 -1.562 -1.754 -2.9 -1.3 -1.2 -0.64
O 0.171 -1.576 0.673 -0.1 -1.3 1.3 -0.47
H 0.996 0.842 3.107 -0.7 0.0 -1.6 0.23
H 2.769 0.078 1.483 -0.8 0.1 0.1 0.21
H -0.966 2.634 -0.100 -1.1 1.9 -0.9 0.21
H 1.020 1.965 -1.732 -0.6 0.2 1.4 0.21
H -1.273 1.446 1.987 0.1 0.2 -0.5 0.22
H 2.355 0.108 -0.862 1.3 -0.3 -1.1 0.22
H -2.628 -1.529 0.750 -0.6 -1.2 0.7 0.23
H -2.384 -1.153 -0.987 -0.1 -0.3 -0.1 0.22
H -2.606 0.067 0.242 -1.0 1.2 -0.1 0.23
H -0.519 -1.153 -2.498 1.5 -0.5 1.4 0.21
H -0.075 -2.647 -1.495 1.0 2.0 -0.6 0.24
H 1.223 -1.536 -2.265 0.9 -0.5 -0.7 0.22



6.
24
Properties=species:S:1:pos:R:3:forces:R:3:nbo_charge:R:1 method="wB97M-V/def2-TZVPD" gap_ev=9.41 smiles="C#C[C@H]1CC[C@@H](/C(C=O)=C/O)C1" homo_ev=-9.19 e_lumo_ha=0.0083
C 0.925 -2.159 0.828 1.5 1.1 -0.7 -0.02
C 0.575 -3.295 0.756 -0.9 -0.7 0.3 -0.24
C -2.118 -0.082 0.166 0.4 -1.1 -1.7 0.24
C -1.801 2.262 -0.558 -1.0 -1.4 -2.0 0.41
C 2.077 -0.399 -0.638 0.7 1.4 1.6 -0.38
C 0.852 0.255 -1.205 1.2 2.5 0.7 -0.40
C 0.720 0.264 1.282 0.9 0.9 0.3 -0.40
C 1.604 -0.853 0.749 1.3 -1.2 1.4 -0.30
C 0.204 0.982 0.045 -1.1 -1.0 -0.7 -0.25
C -1.285 0.923 -0.220 0.2 1.5 2.1 -0.25
O -3.371 -0.395 -0.268 -1.0 2.2 -0.7 -0.66
O -1.250 3.314 -0.764 0.9 0.1 0.7 -0.53
H -3.787 0.323 -0.850 1.0 -1.3 1.3 0.49
H 0.113 -4.242 0.838 0.0 -0.3 -0.1 0.23
H -1.776 -1.023 0.618 0.4 0.7 0.2 0.20
H -2.829 2.190 -0.872 -1.4 0.3 0.2 0.07
H 2.614 -1.122 -1.193 0.0 -1.1 -0.7 0.23
H 2.893 0.330 -0.361 -0.9 -0.1 -0.6 0.20
H 1.092 1.071 -1.896 -0.1 -0.5 -0.4 0.23
H 0.193 -0.461 -1.628 -0.7 -0.5 -0.4 0.21
H -0.143 -0.038 1.939 1.4 0.3 -0.2 0.23
H 1.515 0.946 1.726 -1.7 -0.5 0.3 0.22
H 2.566 -0.839 1.349 -1.3 -0.8 -0.2 0.23
H 0.418 2.049 0.156 0.3 -0.2 -0.6 0.24



7.
24
Properties=species:S:1:pos:R:3:forces:R:3:nbo_charge:R:1 method="wB97M-V/def2-TZVPD" gap_ev=9.46 homo_ev=-8.66 e_lumo_ha=0.0294
C 0.077 -0.777 -0.168 -1.4 3.8 -1.6 -0.01
C 0.825 -1.691 2.773 -1.1 0.7 1.8 0.45
C 0.323 -1.890 0.439 -1.6 -1.8 -1.3 0.09
C -2.005 0.073 -1.091 1.6 1.4 -1.7 -0.38
C 0.060 0.444 -2.219 3.4 2.1 -0.9 -0.40
C -0.697 -0.601 -1.546 -0.2 -2.2 2.1 -0.25
C -1.273 1.210 -0.332 -1.1 -1.1 -0.3 -0.23
C -0.065 1.489 -1.114 1.2 0.6 0.6 -0.22
C 0.095 0.694 0.207 -1.0 1.0 -0.6 -0.08
C 0.772 1.273 1.434 0.2 -5.6 0.7 -0.60
O 1.023 -2.096 1.560 2.5 -0.5 -0.3 -0.54
O 1.997 -1.517 3.354 0.9 0.1 -2.0 -0.67
H -0.077 -2.776 -0.059 0.6 -0.2 0.4 0.19
H -2.595 0.418 -2.007 0.6 -0.2 1.4 0.21
H -2.559 -0.565 -0.485 -1.2 -1.0 1.0 0.21
H 1.210 0.239 -2.349 -2.1 0.0 0.2 0.21
H -0.298 0.760 -3.203 -0.3 -0.1 0.2 0.22
H -0.772 -1.509 -2.082 -0.3 -1.1 -0.6 0.22
H -1.889 1.950 0.130 0.2 0.5 0.5 0.23
H 0.302 2.521 -1.097 0.2 -0.5 -0.4 0.23
H 0.170 0.820 2.333 1.5 0.9 -1.3 0.23
H 0.870 2.287 1.576 0.1 2.3 -0.2 0.22
H 1.819 0.734 1.357 -1.7 1.4 0.8 0.20
H 2.689 -1.490 2.591 -0.9 -0.4 1.7 0.46



8.
24
Properties=species:S:1:pos:R:3:forces:R:3:nbo_charge:R:1 method="wB97M-V/def2-TZVPD" gap_ev=8.95 smiles="C=Cc1cccs1.CC(C)=C=O" homo_ev=-8.40 e_lumo_ha=0.0200
C 0.852 -2.213 -1.674 -0.5 -0.4 1.7 -0.25
C 0.475 -1.563 -0.436 0.9 -1.0 -1.7 -0.23
C 2.094 -1.939 -2.093 0.0 1.4 -0.5 -0.41
C 1.379 -0.668 -0.059 2.5 0.2 -0.8 -0.22
C -2.404 -0.589 0.333 -0.8 -2.5 -2.9 0.67
C 1.831 1.352 1.368 -0.7 -3.5 -3.0 -0.37
C 1.429 0.044 1.174 1.1 3.8 2.2 -0.21
C -1.840 0.589 0.339 -0.6 1.2 0.3 -0.30
C -1.507 1.212 -1.065 0.4 -2.5 0.9 -0.59
C -1.503 1.353 1.627 1.1 -2.5 -1.9 -0.60
O -2.796 -1.659 -0.064 0.8 2.5 1.9 -0.49
S 2.789 -0.689 -1.174 -0.6 0.6 1.2 0.40
H 0.287 -2.985 -2.094 -1.0 -0.9 -0.7 0.22
H -0.288 -1.827 0.231 -1.3 -0.4 0.3 0.23
H 2.531 -2.157 -3.046 0.2 -0.5 -0.2 0.24
H 2.088 2.027 0.582 0.4 0.1 -0.7 0.19
H 1.705 1.798 2.270 -0.1 1.0 2.8 0.19
H 1.129 -0.378 2.141 -0.2 -0.6 -0.7 0.22
H -0.636 1.792 -0.808 0.2 0.7 -0.4 0.22
H -2.328 1.756 -1.549 0.4 -0.1 0.2 0.22
H -1.111 0.336 -1.670 -0.7 1.3 0.2 0.23
H -2.118 2.162 1.802 -1.4 1.7 0.4 0.21
H -0.468 1.654 1.481 -0.2 0.2 0.5 0.23
H -1.590 0.593 2.386 0.2 0.2 0.9 0.21



9.
25
Properties=species:S:1:pos:R:3:forces:R:3:nbo_charge:R:1 method="wB97M-V/def2-TZVPD" gap_ev=6.11 homo_ev=-6.61 e_lumo_ha=-0.0182
C -1.310 -2.063 -0.199 -1.1 0.7 1.1 -0.19
C -2.667 -1.962 -0.367 1.1 0.5 0.5 -0.34
C 1.192 1.036 0.417 0.2 -1.9 0.1 -0.46
C -3.281 0.019 0.995 -1.2 0.8 1.4 -0.50
C 2.026 0.023 0.132 0.5 -1.7 -0.1 -0.28
C -0.344 -1.149 0.286 1.4 0.6 -0.5 -0.62
C 3.550 -0.086 0.072 0.4 -4.3 -0.8 0.56
C -3.504 -0.885 0.056 -0.2 -1.4 -0.7 -0.20
C 4.182 1.191 0.262 2.1 1.3 0.2 -0.72
C -0.938 1.427 -1.182 -0.1 -5.1 0.5 -0.76
O 4.090 -1.222 -0.088 -1.7 4.2 0.5 -0.51
S 1.360 -1.522 -0.182 -0.7 -0.4 0.0 0.44
S -0.499 0.566 0.485 -0.8 1.0 -0.6 0.87
H -0.956 -3.067 -0.300 0.6 -0.4 -0.5 0.22
H -3.107 -2.835 -0.763 -0.7 -0.7 -0.4 0.21
H 1.479 2.006 0.690 0.1 1.2 0.3 0.24
H -4.190 0.597 1.147 0.4 0.6 0.4 0.20
H -2.623 -0.050 1.843 0.5 0.1 -0.3 0.21
H -4.537 -0.874 -0.273 0.1 0.0 -0.8 0.20
H 3.466 1.922 -0.031 -0.3 1.0 0.1 0.22
H 5.139 1.433 -0.238 -0.5 -0.7 0.0 0.26
H 4.410 1.262 1.327 -0.2 0.3 0.2 0.26
H -0.600 2.398 -1.036 0.3 1.8 -0.3 0.22
H -0.327 0.693 -1.826 -0.9 1.8 0.3 0.23
H -2.011 1.142 -1.224 0.6 1.0 -0.4 0.25



For the records above, the corresponding electronic energy values read -12044.114 -12041.599 -19128.168 -28195.083 -12607.584 -14655.610 -14654.959 -23444.087 -34277.369 eV.
For the records above, the corresponding ΔE to the lowest compared entry with this formula, charge and spin values read 90.75 148.75 77.03 19.66 103.58 85.36 100.38 64.02 97.64 kcal/mol.